Record 1
{
  "formula": "C19H21BrGeNO7ScSe",
  "method": "the ωB97M-V functional and the def2-TZVPD basis",
  "elements": ["Sc", "O", "C", "C", "C", "N", "C", "C", "C", "O", "O", "C", "O", "O", "H", "H", "H", "C", "Ge", "C", "C", "C", "Se", "C", "H", "H", "H", "H", "H", "H", "H", "H", "H", "H", "H", "H", "H", "H", "Br", "C", "C", "C", "C", "C", "C", "C", "O", "O", "H", "H", "H", "H"],
  "coordinates": [[0.13548, -0.08509, 0.34631], [-1.22003, -1.53354, -5.50753], [-0.85242, -1.19849, -4.26406], [0.19353, -1.84548, -3.59367], [0.50758, -1.42960, -2.31238], [-0.15325, -0.43354, -1.72971], [-1.18549, 0.15871, -2.32808], [-1.56704, -0.18574, -3.60845], [-1.89281, 1.12223, -1.34699], [-2.78946, 1.84243, -1.71604], [-1.42626, 0.99648, -0.15237], [1.50877, -2.06282, -1.31764], [2.22413, -2.97942, -1.65092], [1.40539, -1.53736, -0.14679], [-0.67700, -2.25408, -5.85331], [0.74123, -2.66085, -4.04331], [-2.40269, 0.29841, -4.08441], [-3.48249, -4.69045, 2.10822], [-3.75074, -2.93044, 2.98160], [-4.07173, -3.19258, 4.93242], [-5.17744, -1.89334, 2.08811], [-2.11485, -1.80431, 2.67767], [-1.41113, -2.17903, 0.87815], [-0.12653, -3.54869, 1.44547], [-4.43385, -5.19498, 1.97145], [-2.84325, -5.33583, 2.70322], [-3.02606, -4.53794, 1.13257], [-4.97077, -3.78309, 5.08181], [-4.19923, -2.24499, 5.44521], [-3.24102, -3.72418, 5.38602], [-6.07687, -2.47965, 1.93309], [-4.80614, -1.56372, 1.12102], [-5.43760, -1.01531, 2.67178], [-1.28954, -1.95182, 3.37408], [-2.38006, -0.74622, 2.67682], [-0.64037, -4.26643, 2.08454], [0.69392, -3.06183, 1.97077], [0.25658, -4.03735, 0.54990], [4.36028, 3.90052, 6.50674], [3.38965, 3.04887, 5.11727], [2.09288, 2.62507, 5.35932], [1.39276, 1.99579, 4.34850], [1.98910, 1.80561, 3.10620], [3.28250, 2.26088, 2.87064], [3.99438, 2.87263, 3.88276], [1.25687, 1.10272, 2.03061], [1.55833, 1.28465, 0.82287], [0.32917, 0.28695, 2.32019], [1.64979, 2.77506, 6.33144], [0.38174, 1.65343, 4.50368], [3.72025, 2.11124, 1.89727], [5.01045, 3.20227, 3.72247]],
  "total_charge": 0,
  "spin_multiplicity": 1,
  "e_homo_ev": -9.3,
  "de_lowest_ev": 0.5411
}

Record 2
{
  "formula": "C19H21BrN2",
  "method": "the ωB97M-V functional and the def2-TZVPD basis",
  "elements": ["N", "C", "C", "C", "N", "C", "C", "C", "C", "C", "C", "H", "H", "H", "H", "H", "H", "H", "H", "C", "C", "C", "C", "C", "C", "C", "H", "H", "Br", "H", "H", "H", "H", "C", "H", "H", "C", "H", "H", "C", "H", "H", "H"],
  "coordinates": [[3.24571, 0.59285, 2.11001], [2.34059, 0.53216, 1.20213], [1.59969, 1.62516, 0.62193], [0.66479, 1.42361, -0.33052], [0.38152, 0.19330, -0.85546], [1.03922, -0.90895, -0.31843], [1.95490, -0.76810, 0.66911], [2.64361, -1.94530, 1.29659], [1.89160, -3.24507, 1.06018], [1.61246, -3.37044, -0.42926], [0.67318, -2.25617, -0.88559], [0.70253, -2.21831, -1.97840], [-0.35339, -2.49929, -0.58817], [2.55638, -3.29581, -0.97289], [1.16299, -4.33702, -0.66608], [2.48278, -4.09194, 1.41121], [0.94843, -3.23794, 1.61084], [2.75571, -1.72870, 2.35964], [3.65569, -2.01534, 0.88844], [-0.73411, 0.07938, -1.76252], [-2.07592, 0.01680, -1.06363], [-2.17997, -0.15103, 0.31040], [-3.42039, -0.20834, 0.92187], [-4.56194, -0.09786, 0.14886], [-4.48153, 0.06956, -1.22385], [-3.23723, 0.12659, -1.82123], [-3.16709, 0.25908, -2.89112], [-5.37978, 0.15580, -1.81530], [-6.27481, -0.17574, 0.98290], [-3.49603, -0.33731, 1.99039], [-1.29205, -0.23415, 0.91884], [-0.72284, 0.94186, -2.43649], [-0.62320, -0.80955, -2.38721], [0.01221, 2.70685, -0.76130], [-1.07578, 2.63521, -0.80749], [0.37806, 3.00401, -1.74938], [0.46729, 3.70218, 0.31983], [0.66035, 4.69153, -0.09102], [-0.31530, 3.79701, 1.07361], [1.72131, 3.08403, 0.95971], [1.75857, 3.25819, 2.03634], [2.63701, 3.49560, 0.52399], [3.44478, 1.54160, 2.41852]],
  "smiles": "[H]/N=c1/c2c(n(Cc3ccc(Br)cc3)c3c1CCC3)CCCC2",
  "total_charge": 0,
  "spin_multiplicity": 1,
  "e_homo_ev": -7.5
}

Record 3
{
  "formula": "C19H21ClN2O7S",
  "method": "the ωB97M-V functional and the def2-TZVPD basis",
  "elements": ["C", "H", "H", "H", "O", "C", "O", "C", "C", "C", "C", "C", "C", "H", "H", "Cl", "N", "C", "O", "C", "N", "S", "O", "O", "C", "H", "H", "H", "C", "C", "C", "C", "C", "C", "H", "O", "C", "H", "H", "H", "O", "C", "H", "H", "H", "H", "H", "H", "H", "H", "H"],
  "coordinates": [[-7.70188, -1.27043, 0.06386], [-8.08476, -1.29905, -0.95832], [-7.69578, -2.26637, 0.49883], [-8.32778, -0.59712, 0.65301], [-6.35348, -0.82463, 0.07327], [-6.13951, 0.39673, -0.43306], [-7.01809, 1.09205, -0.87922], [-4.70822, 0.79103, -0.38385], [-3.73585, -0.04826, 0.14580], [-2.40660, 0.34972, 0.18139], [-2.05581, 1.59118, -0.35832], [-3.02742, 2.43958, -0.86958], [-4.34940, 2.04420, -0.87649], [-5.12040, 2.68740, -1.27108], [-2.73653, 3.39732, -1.27085], [-0.39655, 2.05252, -0.44482], [-1.43239, -0.49884, 0.73178], [-0.58410, -0.13263, 1.72620], [-0.62008, 0.93100, 2.30061], [0.44526, -1.22663, 2.04418], [1.36088, -1.48198, 0.95390], [0.86432, -2.50252, -0.27441], [-0.45489, -2.96364, 0.08685], [1.84001, -3.51127, -0.53180], [0.71608, -1.43516, -1.72891], [1.70850, -1.22322, -2.10267], [0.13833, -1.98200, -2.46331], [0.20736, -0.52445, -1.43894], [2.42418, -0.59943, 0.70013], [2.47990, 0.67472, 1.24831], [3.54977, 1.50328, 0.95421], [4.57952, 1.11526, 0.10934], [4.53835, -0.18487, -0.43110], [3.46787, -1.01476, -0.11836], [3.48073, -2.01285, -0.52186], [5.44077, -0.74778, -1.28132], [6.73726, -0.20981, -1.42779], [6.72490, 0.74114, -1.96376], [7.28618, -0.94974, -2.01010], [7.22690, -0.07264, -0.46138], [5.62692, 1.93653, -0.23090], [5.69511, 3.21505, 0.34976], [4.83988, 3.83552, 0.06357], [6.60850, 3.66123, -0.04144], [5.75847, 3.16098, 1.44120], [3.55630, 2.48773, 1.39243], [1.70624, 1.04673, 1.89728], [1.01686, -0.93044, 2.92696], [-0.07560, -2.16393, 2.24880], [-1.43278, -1.48195, 0.45986], [-4.00909, -1.01443, 0.53943]],
  "smiles": "COC(=O)c1ccc(Cl)c(NC(=O)CN(c2ccc(OC)c(OC)c2)S(C)(=O)=O)c1",
  "total_charge": 0,
  "spin_multiplicity": 1,
  "e_homo_ev": -8.1,
  "de_lowest_ev": 0.6545
}

Record 4
{
  "formula": "C19H21CoN4O8P2",
  "method": "the ωB97M-V functional and the def2-TZVPD basis",
  "elements": ["Co", "C", "C", "C", "C", "C", "C", "N", "C", "C", "C", "C", "C", "C", "N", "N", "C", "C", "C", "C", "C", "N", "H", "H", "H", "H", "H", "H", "H", "H", "H", "H", "H", "H", "H", "O", "P", "O", "O", "O", "P", "O", "O", "O", "H", "H", "C", "C", "O", "H", "H", "H", "H", "H", "H"],
  "coordinates": [[-0.55179, -0.26488, 0.51460], [-0.09679, 0.12263, -5.06058], [-1.06708, -0.37965, -4.20987], [-0.79536, -0.60936, -2.86682], [0.47077, -0.33693, -2.33406], [1.43600, 0.20643, -3.19861], [1.15546, 0.41795, -4.53708], [0.70663, -0.46874, -0.96030], [1.95377, -0.43496, -0.43930], [3.13304, -0.96102, -1.02989], [4.33081, -0.84352, -0.38311], [4.46031, -0.19978, 0.87331], [3.35080, 0.29947, 1.48756], [2.10941, 0.17581, 0.83815], [0.91118, 0.56447, 1.36935], [0.77544, 1.17676, 2.45740], [-0.59072, 1.21838, 2.81738], [-1.00746, 1.92161, 3.92968], [-2.35732, 1.88547, 4.24840], [-3.23250, 1.15186, 3.46469], [-2.73407, 0.46447, 2.36951], [-1.44689, 0.51731, 2.05845], [-0.31181, 0.29199, -6.10704], [-2.05338, -0.61713, -4.58889], [-1.56340, -1.02193, -2.23156], [2.40511, 0.49341, -2.81535], [1.92422, 0.83722, -5.17475], [3.05851, -1.49102, -1.96869], [5.21238, -1.28443, -0.83234], [5.42842, -0.13887, 1.35000], [3.39231, 0.75939, 2.46556], [-0.28143, 2.46360, 4.51773], [-2.72135, 2.42539, 5.11248], [-4.28360, 1.08589, 3.70357], [-3.34753, -0.14832, 1.72326], [0.03718, -3.85881, 2.68860], [-0.88703, -2.63003, 2.26907], [-1.57660, -2.00746, 3.40932], [0.06744, -1.78558, 1.39571], [-1.94939, -3.29651, 1.25187], [-2.27164, -2.69797, -0.21685], [-1.01399, -3.17764, -1.09336], [-3.54500, -3.20509, -0.72488], [-2.10420, -1.16990, -0.08660], [-0.30636, -4.26818, 3.49163], [-1.16962, -4.06613, -1.43530], [0.48306, 2.89214, -1.10788], [-0.85174, 2.65830, -0.43405], [-1.27729, 1.28048, -0.44834], [0.74180, 3.94984, -1.03570], [0.44036, 2.62060, -2.16414], [1.27948, 2.31586, -0.64115], [-1.63581, 3.23341, -0.92780], [-0.83713, 2.95009, 0.61547], [-1.39560, 0.98359, -1.36846]],
  "total_charge": 0,
  "spin_multiplicity": 1,
  "e_homo_ev": [-7.5, -7.5],
  "de_lowest_ev": 0.0132
}

Record 5
{
  "formula": "C19H21CuF5N3S2",
  "method": "the ωB97M-V functional and the def2-TZVPD basis",
  "elements": ["Cu", "C", "N", "C", "C", "C", "N", "C", "C", "H", "H", "H", "H", "H", "H", "H", "H", "H", "H", "H", "H", "H", "H", "H", "H", "F", "C", "C", "F", "C", "F", "C", "S", "C", "F", "C", "F", "S", "C", "N", "C", "C", "C", "C", "C", "C", "H", "H", "H", "H", "H"],
  "coordinates": [[-0.17026, 0.34118, -0.73413], [-1.96696, 2.84544, -0.55086], [-0.68682, 2.48256, 0.04975], [-0.82977, 2.64460, 1.49146], [0.45731, 3.28348, -0.40451], [1.70757, 2.51068, -0.17056], [1.76743, 1.31226, -1.03870], [2.76485, 0.37194, -0.47201], [2.21859, 1.67596, -2.38975], [-2.27667, 3.86919, -0.34359], [-2.85540, 2.37910, -0.10037], [-1.86132, 2.74207, -1.65601], [-1.33497, 3.59388, 1.67996], [0.14890, 2.72144, 1.93106], [-1.41927, 1.90115, 1.99175], [0.57023, 4.18320, 0.18681], [0.32655, 3.47924, -1.47160], [1.67650, 2.11107, 0.82174], [2.64877, 3.12054, -0.33789], [3.69030, 0.97625, -0.33947], [2.83831, -0.34720, -1.29377], [2.42165, -0.11006, 0.52752], [3.27313, 1.93949, -2.31478], [1.58528, 2.53611, -2.79704], [2.24364, 0.87604, -3.13520], [2.89166, -5.70448, -0.58412], [2.44464, -4.55684, -0.99730], [2.57815, -4.12557, -2.32293], [3.42366, -4.79647, -3.13138], [1.92287, -2.96716, -2.71882], [2.17829, -2.53354, -3.96123], [1.07130, -2.21897, -1.92214], [0.13626, -0.91195, -2.63086], [1.06743, -2.60524, -0.57227], [0.37966, -1.94083, 0.38155], [1.73135, -3.73719, -0.14438], [1.59283, -4.06436, 1.11336], [-4.25602, -1.24718, -0.00720], [-2.75160, -0.71881, -0.73802], [-1.83679, -0.42861, 0.11545], [-2.23267, -0.58394, 1.42841], [-1.41512, -0.60427, 2.56323], [-1.97739, -0.85024, 3.78486], [-3.28865, -1.26636, 3.88590], [-4.11650, -1.25177, 2.81002], [-3.55062, -1.00006, 1.56316], [-2.56487, -0.66513, -1.83619], [-0.32321, -0.47714, 2.50207], [-1.30069, -0.85525, 4.59182], [-3.66613, -1.59160, 4.87041], [-5.07542, -1.73661, 2.82680]],
  "total_charge": 1,
  "spin_multiplicity": 2,
  "e_homo_ev": [-11.0, -11.0],
  "s_squared": 0.756
}

Record 6
{
  "formula": "C19H21F6LiN6O5PS",
  "method": "the ωB97M-V functional and the def2-TZVPD basis",
  "elements": ["Li", "O", "N", "N", "O", "C", "C", "C", "C", "C", "C", "H", "H", "H", "H", "H", "N", "C", "C", "C", "C", "C", "C", "S", "O", "O", "N", "C", "N", "C", "C", "C", "N", "H", "H", "H", "H", "H", "H", "H", "H", "H", "F", "P", "F", "F", "F", "F", "F", "C", "C", "C", "O", "H", "H", "H", "H", "H", "H", "H"],
  "coordinates": [[0.09950, -0.89440, 0.15163], [1.84796, -1.60679, 1.05801], [2.25485, -0.90608, 2.01560], [1.70071, 0.26181, 2.06535], [0.84370, 0.70154, 1.19159], [2.09334, 1.11803, 3.13040], [1.53354, 2.38846, 3.15966], [1.88928, 3.26886, 4.17390], [2.79367, 2.89539, 5.15767], [3.33789, 1.61408, 5.12007], [2.99322, 0.72290, 4.11770], [0.82107, 2.63565, 2.38662], [1.44326, 4.25689, 4.19437], [3.06461, 3.58462, 5.94857], [4.03542, 1.29907, 5.88815], [3.40048, -0.27728, 4.08992], [6.79831, -2.95909, -3.41183], [5.42858, -2.68050, -3.18217], [4.94024, -2.56790, -1.88308], [3.59549, -2.32151, -1.65142], [2.73192, -2.18231, -2.73071], [3.20415, -2.30181, -4.02572], [4.54899, -2.55824, -4.25359], [1.02138, -1.83459, -2.42676], [0.62320, -2.74489, -1.37611], [0.33034, -1.92713, -3.69822], [0.95823, -0.37950, -1.78750], [1.21960, 0.71353, -2.55272], [1.93194, 0.61375, -3.69662], [2.20960, 1.73948, -4.33105], [1.80122, 2.98530, -3.88865], [1.03749, 2.97496, -2.72804], [0.73092, 1.87934, -2.06142], [7.38448, -2.64515, -2.65209], [7.12995, -2.56724, -4.28084], [5.61991, -2.67296, -1.04342], [3.21027, -2.22753, -0.63860], [2.51077, -2.17536, -4.84569], [4.92248, -2.65708, -5.26835], [2.79086, 1.64013, -5.24605], [2.04386, 3.89715, -4.41638], [0.64303, 3.90319, -2.31916], [-1.09871, -1.47485, 1.62417], [-2.35463, -1.34333, 2.68578], [-2.56409, -2.94916, 2.60751], [-2.14631, 0.24733, 2.73344], [-3.37231, -1.16437, 1.42697], [-1.32631, -1.53348, 3.90991], [-3.59838, -1.22659, 3.72120], [-2.87008, 1.19465, -1.22097], [-2.40658, -0.10870, -1.85192], [-3.48370, -1.18692, -1.91267], [-1.33446, -0.65362, -1.17456], [-3.68425, 1.63838, -1.80378], [-2.03366, 1.89397, -1.18251], [-3.21374, 1.01686, -0.19904], [-2.06117, 0.08069, -2.88144], [-3.84638, -1.40307, -0.90633], [-3.07016, -2.09929, -2.34278], [-4.31834, -0.83925, -2.52749]],
  "total_charge": -2,
  "spin_multiplicity": 2,
  "e_homo_ev": [-1.8, -1.8],
  "s_squared": 0.754
}

Across the entries above, electronic energy takes the values -248478.2731; -93067.1672; -60713.6836; -98596.4817; -104404.2762; -75861.8548 eV, respectively.